[1]
The following is a quantum chemistry calculation of a cluster of 5 separate species, C24H62BF4N4O3 in total at a distorted geometry, from OMol25.

Properties
Max |F| in eV Å⁻¹: 3.92
E_HOMO in eV: -16.5
E_tot in eV: -49523.3966
LUMO in Ha: -0.1973
Net charge: +3

```
98
Properties=species:S:1:pos:R:3:forces:R:3:mulliken_charge:R:1
C -2.382576 1.262030 -1.959249 -0.35 -0.78 1.87 -1.732
C -2.112185 1.656480 -0.476245 -0.84 -2.53 -0.59 0.111
C -3.289590 2.366837 0.098388 -1.09 -1.04 0.29 -0.922
N -2.982925 3.277698 1.222319 -0.92 1.08 -0.27 0.128
C -2.104179 4.408207 0.744110 0.07 0.61 1.03 -0.792
C -2.727203 5.253518 -0.337192 -0.06 0.66 -0.03 -0.321
C -4.078885 5.830903 0.212004 0.26 0.06 -0.99 -0.818
C -5.082137 4.766925 0.662451 0.53 -0.34 -0.73 -0.507
C -4.348437 3.895143 1.728379 -1.26 -1.73 -1.51 -0.559
C -2.314317 2.497473 2.316570 -1.32 -0.38 0.05 -0.950
H -3.259989 0.605439 -1.885816 -0.21 0.43 -0.63 0.357
H -1.596623 0.592218 -2.267981 0.50 0.13 -0.40 0.483
H -2.510671 2.113385 -2.610032 -0.12 0.09 -0.28 0.388
H -1.268155 2.258214 -0.422406 1.85 0.68 0.18 0.284
H -1.985417 0.681255 0.078980 0.49 1.23 -0.45 0.106
H -3.951070 1.604530 0.570810 -0.08 0.65 -0.76 0.430
H -3.764157 2.912619 -0.711452 -0.48 0.07 0.41 0.399
H -1.170958 3.985912 0.413912 0.39 -0.15 0.17 0.492
H -1.947661 5.042997 1.633673 0.22 -0.35 -0.27 0.493
H -2.865234 4.600683 -1.214339 -0.13 0.61 0.01 0.214
H -1.941902 6.045453 -0.625410 -1.44 -1.02 0.47 0.364
H -4.543448 6.524269 -0.505983 0.22 -0.26 0.25 0.372
H -3.908910 6.369066 1.132782 0.57 0.69 0.09 0.320
H -5.499176 4.221970 -0.201565 0.29 -0.15 0.45 0.280
H -5.946733 5.316053 1.081746 0.47 -0.60 0.31 0.404
H -5.005804 3.023750 2.070098 1.15 1.21 -0.24 0.378
H -4.122925 4.590001 2.486951 0.53 0.31 1.40 0.421
H -3.091028 1.767332 2.646031 0.90 0.03 -0.44 0.406
H -2.256429 3.164755 3.154682 0.71 0.40 0.37 0.467
H -1.358666 2.035747 1.988090 -0.75 0.38 0.28 0.294
C -1.309761 -3.396022 5.123392 -1.80 1.80 -0.20 -0.880
N 0.028607 -3.856501 4.801017 -0.28 -0.43 -0.57 0.103
C 0.862328 -2.755718 4.161935 -1.70 -0.18 0.56 -0.887
C 0.600412 -4.281329 6.108202 -0.42 1.24 0.28 -0.971
C -0.131801 -5.088634 3.887654 0.96 -1.67 0.66 -0.560
C -0.747499 -4.946052 2.537530 -0.99 2.52 -0.61 -0.340
O -2.184368 -4.960639 2.703470 0.53 -0.03 -0.75 -0.500
H -1.695628 -2.757794 4.329836 0.05 -0.25 -0.31 0.345
H -1.345638 -2.740615 6.007710 0.34 -0.57 -0.09 0.388
H -1.982624 -4.241055 5.205721 0.00 -0.02 0.30 0.398
H 1.855495 -3.085236 4.008911 0.98 -0.39 -0.04 0.345
H 0.788966 -1.943244 4.871143 0.32 0.33 0.00 0.440
H 0.404490 -2.451972 3.226946 0.01 0.03 -0.07 0.173
H -0.088401 -4.944006 6.584670 -0.15 -0.85 0.07 0.428
H 0.709137 -3.439171 6.807765 -0.17 0.10 -0.63 0.394
H 1.556937 -4.645129 5.925490 1.57 -1.18 -0.09 0.421
H -0.822033 -5.845342 4.370246 1.29 0.83 0.22 0.403
H 0.914489 -5.442784 3.768625 -0.73 -0.17 0.20 0.413
H -0.462611 -5.676155 1.804485 0.51 -0.84 0.23 0.510
H -0.373795 -3.986031 2.098482 -0.61 -0.40 0.05 0.063
H -2.599905 -5.219926 1.856661 0.32 0.24 0.70 0.301
C 5.916322 2.217971 1.083584 1.00 0.32 0.34 -1.067
N 5.949446 0.846637 1.702329 -0.56 1.67 -0.24 0.146
C 5.114128 0.893397 2.969238 2.34 -0.74 0.68 -0.948
C 5.300913 -0.068632 0.748357 -1.10 -0.57 0.19 -0.940
C 7.335447 0.374746 1.999997 0.63 2.00 1.91 -0.503
C 8.325594 1.512546 2.608758 -1.82 0.73 -3.40 -0.859
O 7.859904 2.276273 3.669829 -0.12 -0.60 0.51 -0.468
H 6.475726 2.235202 0.158127 -0.21 -0.33 -0.41 0.431
H 6.414234 2.953346 1.701544 0.03 -0.17 0.57 0.417
H 4.912068 2.562321 0.984723 -0.79 -0.17 -0.37 0.388
H 4.137809 1.182741 2.715120 -1.34 0.36 -0.22 0.444
H 5.615537 1.549393 3.712102 -0.45 -0.26 -0.72 0.260
H 5.159586 -0.135468 3.342745 -0.42 0.24 0.08 0.440
H 4.260084 0.195513 0.589678 -0.20 0.16 0.40 0.334
H 5.337524 -1.106748 1.051036 0.15 -0.08 0.48 0.381
H 5.749052 0.003998 -0.196384 1.01 0.21 -1.24 0.428
H 7.806913 0.002631 1.133107 0.35 -0.37 -1.17 0.452
H 7.102690 -0.418645 2.660750 0.55 -1.05 0.84 0.420
H 8.359235 2.263631 1.748206 0.33 -0.99 1.00 0.363
H 9.327322 1.134009 2.677073 0.40 -0.50 0.45 0.484
H 8.036918 1.795081 4.482782 0.04 0.15 0.35 0.338
C -3.356933 -1.972888 -6.285183 -1.25 0.98 -1.16 -0.848
N -2.110360 -2.452724 -6.895467 2.06 1.74 -0.78 0.039
C -0.982343 -2.007157 -6.051130 0.51 0.94 3.31 -1.055
C -1.946955 -3.932471 -7.019314 0.26 1.02 0.94 -0.887
C -1.990372 -1.752053 -8.257196 0.56 -0.81 0.20 -0.680
C -1.781479 -0.248958 -8.314086 -1.27 -0.92 -0.03 -0.438
O -0.448901 0.005570 -7.983257 -0.25 -0.21 0.26 -0.480
H -3.222585 -1.978982 -5.241361 -0.44 -0.92 1.38 0.435
H -4.201065 -2.540343 -6.742923 0.52 0.42 0.86 0.369
H -3.512842 -0.866719 -6.454141 0.30 -1.32 -0.37 0.264
H -1.073680 -0.943123 -5.757759 -0.27 -0.53 -0.57 0.422
H 0.063151 -2.118001 -6.327684 -0.39 -0.37 -1.25 0.390
H -1.028782 -2.543824 -5.075265 -0.29 0.10 -0.65 0.421
H -2.594726 -4.402678 -7.716549 -0.59 -0.13 -0.67 0.338
H -2.079631 -4.298903 -6.016300 -0.24 -0.49 0.26 0.408
H -0.907722 -4.001667 -7.256205 0.52 -0.73 -0.52 0.409
H -2.938598 -2.048492 -8.616487 -0.92 0.11 -1.40 0.490
H -1.177976 -2.212570 -8.842596 -0.33 -0.10 0.41 0.414
H -2.586608 0.281996 -7.744168 0.99 -0.04 -0.13 0.274
H -2.017617 -0.079059 -9.368775 0.22 0.46 -0.10 0.396
H -0.299542 0.942832 -7.985556 0.27 0.76 -0.12 0.319
B 0.996377 0.000559 1.418313 1.25 -0.67 0.91 0.758
F -0.338488 -0.390928 1.750485 0.73 0.50 0.32 -0.462
F 1.775926 0.649827 2.484700 -1.25 -0.49 -0.52 -0.411
F 1.739397 -1.219515 1.178157 -0.61 0.80 -0.26 -0.432
F 0.966531 0.892803 0.362826 -0.06 -0.18 -0.31 -0.369
```
Positions in Å, forces in eV/Å.

***

[2]
The following is a quantum chemistry calculation of a structure of composition C24H62BrInN6O5P3 at a distorted geometry, from OMol25.

Properties
ΔE to the lowest compared entry with this formula, charge and spin in kcal per mole: 0.0
Max |F| in eV Å⁻¹: 7.26
E_HOMO in eV: -4.2
E_tot in eV: -148150.1370
LUMO in Ha: 0.0522
Net charge: -1

```
102
Properties=species:S:1:pos:R:3:forces:R:3:mulliken_charge:R:1
C 3.996798 3.448471 2.641747 -0.09 -0.06 -0.28 -1.315
C 3.077541 3.487020 1.386974 -0.42 0.46 0.55 -0.452
C 1.654778 2.924476 1.643473 0.48 -0.74 -0.84 0.032
C 1.847869 1.431790 2.066687 0.04 0.63 0.30 -1.244
In 0.375572 3.171008 -0.205667 -0.67 -0.86 0.37 0.734
C -0.833747 1.297925 -0.619642 0.00 0.57 0.39 -1.353
C -1.547541 0.832413 0.698227 0.25 0.15 -0.97 -0.216
C -3.071908 1.023221 0.671566 1.08 -1.01 -0.54 -0.556
O -3.520506 2.381078 0.859466 -0.60 -0.41 0.32 -0.356
C -3.555578 2.777498 2.134009 -0.76 1.48 0.31 0.742
C -4.520686 3.937474 2.422250 0.33 -0.43 -1.35 -0.878
O -2.893562 2.342688 3.024975 0.65 -1.05 0.66 -0.567
P 1.833706 3.893948 -2.176350 1.08 0.94 0.62 0.487
O 3.204830 4.408075 -1.751514 -0.18 -0.28 -0.07 -0.724
C -1.184073 4.819111 0.064189 1.36 -0.20 0.86 -0.145
Br -1.658243 5.428768 -1.769005 -0.32 -0.09 0.41 -0.248
C -0.531442 5.940787 0.924672 -0.68 -0.06 -0.84 0.010
C -1.217993 7.314774 0.762485 0.75 -0.13 0.54 -1.323
H 4.576753 2.514438 2.684540 -0.07 0.23 0.03 0.155
H 3.406787 3.499015 3.569663 0.13 0.12 -0.21 0.345
H 4.695260 4.297012 2.615939 -0.05 -0.27 0.11 0.424
H 3.563928 2.944648 0.565185 -0.18 0.15 0.10 0.319
H 2.992890 4.529674 1.048825 0.12 -0.24 -0.01 0.286
H 1.139013 3.510300 2.421089 0.28 -0.22 0.05 0.275
H 0.914342 0.874822 2.213051 0.17 0.08 -0.22 0.386
H 2.507940 0.901884 1.347738 -0.50 0.22 0.28 0.267
H 2.367299 1.417626 3.044961 -0.09 -0.19 -0.25 0.365
H -0.199670 0.496046 -1.020518 -0.20 0.18 0.05 0.424
H -1.586709 1.564569 -1.377899 0.21 -0.19 0.07 0.379
H -1.370631 -0.251919 0.788422 -0.16 0.26 0.31 0.376
H -1.110246 1.343004 1.560930 -0.28 -0.31 0.08 0.172
H -3.417424 0.713953 -0.322904 -0.10 0.32 0.20 0.341
H -3.527744 0.321108 1.384858 -0.13 0.63 0.18 0.182
H -3.999639 4.856025 2.119791 -0.22 -0.06 0.21 0.105
H -4.775585 3.947744 3.480376 0.08 0.02 -0.18 0.358
H -5.393070 3.821238 1.766757 0.05 0.21 0.33 0.262
H 2.013576 2.894378 -3.182982 -0.46 0.21 -0.21 -0.063
H 1.187553 4.989677 -2.838715 -0.15 -0.63 -0.41 -0.057
H -2.061798 4.452694 0.604069 -0.24 0.21 -0.74 -0.290
H -0.655771 5.628415 1.974635 0.12 -0.06 -0.25 0.242
H 0.549659 5.957025 0.727124 -0.21 0.43 0.02 0.079
H -1.104109 7.742528 -0.238044 -0.14 -0.29 0.10 0.353
H -2.281507 7.178163 1.001414 0.18 0.32 -0.10 0.236
H -0.743549 8.027678 1.456676 -0.39 -0.08 -0.04 0.409
O -4.182519 -1.913566 -1.064793 1.69 -3.20 1.36 -0.741
P -5.234852 -2.987162 -1.284169 -4.40 4.34 -2.52 0.841
N -5.273135 -2.880842 -3.003129 0.87 0.02 -0.52 0.127
C -6.426295 -2.902050 -3.872895 -0.47 -0.46 0.22 -0.879
C -4.057563 -3.298364 -3.693510 0.31 0.21 0.21 -1.097
N -6.528657 -2.119541 -0.517896 -0.71 0.05 0.48 0.266
C -7.347947 -1.180103 -1.261458 -0.07 -0.25 -0.42 -1.199
C -6.152676 -1.523935 0.763395 0.31 -0.13 0.03 -1.264
N -6.214889 -4.423304 -1.260054 2.18 -0.80 0.88 0.030
C -5.595033 -5.662471 -1.712881 0.13 0.02 -0.26 -1.143
C -7.597876 -4.570752 -0.848574 -0.22 0.03 0.73 -0.899
H -7.019799 -3.825063 -3.796354 -0.09 0.01 0.03 0.222
H -6.121722 -2.819270 -4.917328 0.28 -0.08 0.10 0.417
H -7.077465 -2.045441 -3.706423 -0.05 -0.10 0.14 0.179
H -4.072184 -4.371719 -3.930161 0.01 0.01 -0.13 0.320
H -3.174738 -3.101315 -3.083245 -0.11 0.03 0.09 0.309
H -3.920778 -2.740416 -4.622777 -0.09 0.00 0.00 0.403
H -6.751172 -0.441898 -1.812714 -0.06 0.06 -0.04 0.319
H -8.020586 -0.642121 -0.589898 0.19 -0.03 0.18 0.402
H -8.010678 -1.705824 -1.952369 0.10 0.04 -0.11 0.312
H -5.605968 -0.583817 0.640286 0.06 -0.02 0.05 0.359
H -5.522286 -2.206075 1.337978 0.04 0.06 -0.04 0.389
H -7.045836 -1.331065 1.364454 -0.09 -0.04 -0.13 0.414
H -5.924290 -5.927018 -2.724828 -0.03 -0.05 0.01 0.297
H -5.824785 -6.498932 -1.047545 -0.04 0.07 0.03 0.402
H -4.507393 -5.571706 -1.726661 -0.02 0.05 -0.09 0.350
H -8.279368 -4.175851 -1.607511 0.03 0.12 0.04 0.264
H -7.802681 -4.085112 0.101650 -0.02 0.15 -0.13 0.267
H -7.851220 -5.625452 -0.703524 0.27 -0.06 -0.17 0.390
O 4.426857 -0.824731 0.205153 -0.27 0.75 4.07 -0.899
P 5.663395 -1.533441 0.755972 1.37 -2.03 -6.84 0.950
N 6.743844 -0.647297 -0.262849 0.23 1.13 -0.12 0.171
C 7.855751 -1.144249 -1.038265 0.34 -0.42 0.43 -0.955
C 6.885583 0.773845 0.046813 -0.42 0.11 0.00 -1.075
N 5.244943 -3.081651 0.084658 -0.02 -1.11 0.34 0.228
C 5.554084 -3.414431 -1.292096 0.44 0.20 -0.04 -1.097
C 3.874195 -3.490685 0.384954 -0.07 0.24 0.19 -1.140
N 7.002690 -2.259063 1.601282 -1.14 1.05 1.84 0.048
C 7.751610 -1.409542 2.518152 0.07 0.27 -0.09 -1.107
C 7.495880 -3.619621 1.518912 -0.41 -0.61 0.37 -0.934
H 8.637183 -1.627408 -0.432170 0.05 -0.10 -0.04 0.228
H 8.344614 -0.329199 -1.574343 -0.14 0.18 0.20 0.425
H 7.534068 -1.833029 -1.817692 0.00 -0.12 0.13 0.201
H 7.692801 0.953359 0.771105 0.08 0.08 -0.06 0.305
H 5.962523 1.177311 0.466707 -0.03 -0.12 -0.02 0.275
H 7.092571 1.355145 -0.854315 0.02 -0.06 -0.02 0.432
H 5.201658 -2.653391 -2.000648 0.03 -0.02 -0.08 0.301
H 5.103386 -4.371368 -1.565978 -0.20 0.06 0.18 0.390
H 6.626938 -3.567997 -1.422540 0.01 0.14 -0.07 0.263
H 3.143165 -3.012746 -0.275964 -0.04 0.04 0.07 0.339
H 3.611016 -3.237416 1.414054 -0.03 0.06 -0.05 0.375
H 3.775421 -4.575934 0.287230 0.14 -0.01 -0.06 0.325
H 8.705895 -1.094147 2.079909 0.03 -0.03 0.02 0.303
H 7.958867 -1.916319 3.464575 -0.04 -0.05 -0.05 0.407
H 7.184238 -0.511671 2.768893 0.05 0.03 -0.10 0.304
H 8.054485 -3.780890 0.592237 -0.11 0.01 -0.07 0.271
H 6.698483 -4.355288 1.587145 -0.01 0.05 -0.20 0.272
H 8.174883 -3.840232 2.348523 0.01 0.31 0.04 0.383
```
Positions in Å, forces in eV/Å.

***

The highest net charge belongs to which entry? C24H62BF4N4O3

***

LUMO of number 1 (C24H62BF4N4O3)? -0.1973 Ha

***

What is the formula in the first record? C24H62BF4N4O3